ORCA calculation (ωB97M-V/def2-TZVPD) on C19H32N4O2S in the gas phase in a non-equilibrium geometry.

Last columns: bonded neighbours and bond lengths (Å).
CARTESIAN COORDINATES (ANGSTROEM)
1 C 5.7493 3.3011 0.4798  C2 1.423, H27 0.949, H28 0.921, H29 1.135
2 C 4.5651 2.5589 0.7454  C1 1.423, C3 1.743, H30 0.994, H31 1.112
3 C 3.4737 2.3422 -0.5967  C2 1.743, C4 1.570, H32 1.139, H33 0.901
4 C 2.1571 1.6929 -0.0388  C3 1.570, N5 1.385, N20 1.338
5 N 1.1844 2.1021 0.8590  C4 1.385, N6 1.198
6 N 0.3062 1.3046 0.6946  N5 1.198, C7 1.278
7 C 0.6522 0.2836 0.0081  N6 1.278, S8 1.668, N20 1.401
8 S -0.0999 -1.1985 -0.1287  C7 1.668, C9 1.878
9 C -1.3536 -1.2714 1.2682  S8 1.878, C10 1.465, H34 0.848, H35 1.259
10 C -2.7621 -1.3461 0.8715  C9 1.465, O11 1.083, N12 1.495
11 O -3.3132 -2.2739 0.9666  C10 1.083
12 N -3.4564 -0.3335 0.0185  C10 1.495, C13 1.532, C18 1.496
13 C -2.8361 1.0672 0.0058  N12 1.532, C14 1.420, C15 1.550, H36 1.094
14 C -3.2833 1.8366 1.1118  C13 1.420, H37 1.128, H38 1.029, H39 1.131
15 C -3.2407 1.6569 -1.3689  C13 1.550, C16 1.601, H40 1.107, H41 1.280
16 C -4.8246 1.6297 -1.5992  C15 1.601, C17 1.691, H42 1.037, H43 1.185
17 C -5.0250 -0.0442 -1.4709  C16 1.691, C18 1.521, H44 1.082, H45 1.206
18 C -4.9418 -0.5057 -0.0238  N12 1.496, C17 1.521, C19 1.331, H46 1.314
19 C -5.9089 -0.2010 0.8386  C18 1.331, H47 1.140, H48 1.091, H49 1.074
20 N 1.9345 0.4668 -0.5249  C4 1.338, C7 1.401, C21 1.219
21 C 2.5798 -0.2089 -1.3076  N20 1.219, C22 1.664, H50 1.238, H51 1.120
22 C 3.7417 -1.0433 -0.4570  C21 1.664, C23 1.698, O26 1.381, H52 1.089
23 C 4.3618 -2.2937 -1.4248  C22 1.698, C24 1.750, H53 1.014, H54 0.862
24 C 4.1769 -3.6737 -0.3655  C23 1.750, C25 1.516, H55 1.001, H56 1.049
25 C 3.0543 -2.9702 0.3721  C24 1.516, O26 1.285, H57 1.291, H58 1.223
26 O 3.1121 -1.7035 0.5792  C22 1.381, C25 1.285
27 H 6.2583 2.8968 -0.2119  C1 0.949
28 H 6.3410 3.2713 1.1847  C1 0.921
29 H 5.4032 4.3286 0.1435  C1 1.135
30 H 4.8019 1.6421 1.0472  C2 0.994
31 H 3.9642 3.0394 1.5485  C2 1.112
32 H 3.2412 3.4571 -0.6184  C3 1.139
33 H 4.0529 1.9801 -1.1836  C3 0.901
34 H -1.0842 -1.7389 1.9225  C9 0.848
35 H -1.2652 -0.1588 1.8515  C9 1.259
36 H -1.7818 0.9635 0.2798  C13 1.094
37 H -2.5727 2.7086 1.1950  C14 1.128
38 H -3.2043 1.6301 2.1168  C14 1.029
39 H -4.2226 2.3970 0.8225  C14 1.131
40 H -2.8726 2.6969 -1.4573  C15 1.107
41 H -2.4778 1.1318 -2.2528  C15 1.280
42 H -5.4247 2.1509 -0.9334  C16 1.037
43 H -4.8848 1.9481 -2.7387  C16 1.185
44 H -6.0369 -0.2373 -1.8014  C17 1.082
45 H -4.5197 -0.4223 -2.4981  C17 1.206
46 H -4.7815 -1.7791 -0.3051  C18 1.314
47 H -5.5676 -0.7215 1.7936  C19 1.140
48 H -6.8987 -0.4841 0.4783  C19 1.091
49 H -5.7244 0.8556 0.8950  C19 1.074
50 H 1.8253 -1.0448 -1.8229  C21 1.238
51 H 3.1289 -0.0573 -2.2716  C21 1.120
52 H 4.4530 -0.2208 -0.3982  C22 1.089
53 H 5.3582 -2.1239 -1.3490  C23 1.014
54 H 3.8115 -2.3401 -2.0867  C23 0.862
55 H 3.8959 -4.4620 -0.9142  C24 1.001
56 H 5.0006 -3.5770 0.2762  C24 1.049
57 H 2.8703 -3.5214 1.5249  C25 1.291
58 H 1.8846 -3.1415 0.0574  C25 1.223

Properties
- energy above the lowest of the compared OMol25 structures with the same formula, charge and spin (eV) = 21.3994
- energy (Eh) = -1510.12115
- multiplicity = 1
- lowest unoccupied orbital energy (eV) = 0.5
- maximum force (eV Å⁻¹) = 18.925
- Kohn-Sham gap (eV) = 8.3
- SMILES = CCCc1nnc(SCC(=O)N2[C@H](C)CCC[C@@H]2C)n1C[C@@H]1CCCO1
- total charge = 0